The following is a quantum chemistry calculation of 10 unconnected molecules or ions with the total composition C56H116N13O12P3, from the OMol25 dataset.

ORCA input file:
```
! RIJCOSX wB97M-V def2-TZVPD def2/J DEFGRID3
* xyz 0 1
C 3.81 -0.69 7.85
N 3.70 -0.57 6.44
C 4.18 -1.77 5.79
P 3.97 0.90 5.72
O 5.19 1.69 6.00
N 3.83 0.60 4.12
C 4.91 0.90 3.20
C 2.46 0.46 3.62
N 2.75 1.79 6.31
C 1.60 1.23 6.88
C 2.88 3.23 6.30
H 3.56 0.20 8.37
H 4.84 -0.94 8.16
H 3.21 -1.54 8.22
H 3.98 -1.60 4.77
H 3.66 -2.69 6.04
H 5.21 -1.92 6.02
H 4.57 1.65 2.46
H 5.76 1.36 3.68
H 5.12 -0.01 2.59
H 1.75 0.22 4.37
H 2.23 1.38 3.10
H 2.45 -0.30 2.85
H 1.72 0.19 7.23
H 1.30 1.84 7.74
H 0.75 1.27 6.15
H 2.30 3.73 5.53
H 3.90 3.47 6.10
H 2.48 3.59 7.24
C -0.89 -1.14 2.93
N -1.41 -1.55 4.20
C -1.99 -0.55 5.08
P -0.50 -2.60 5.08
O 0.62 -1.92 5.73
N -1.54 -3.31 6.18
C -0.98 -4.35 7.03
C -2.83 -3.82 5.74
N 0.08 -3.70 4.07
C -0.77 -4.57 3.29
C 1.41 -3.57 3.51
H 0.06 -0.63 3.01
H -1.55 -0.55 2.30
H -0.77 -2.07 2.30
H -2.15 -1.01 6.05
H -2.93 -0.18 4.63
H -1.33 0.33 5.21
H -1.62 -4.58 7.91
H -0.91 -5.26 6.44
H 0.01 -3.98 7.31
H -3.34 -3.14 4.99
H -2.65 -4.73 5.17
H -3.40 -3.97 6.68
H -1.77 -4.20 3.30
H -0.49 -4.59 2.24
H -0.74 -5.57 3.70
H 2.00 -4.52 3.48
H 1.91 -2.83 4.11
H 1.41 -3.21 2.46
C -3.44 -6.53 -5.22
N -2.75 -6.20 -3.93
C -2.65 -7.31 -2.96
P -3.46 -4.88 -3.17
O -4.78 -5.11 -2.56
N -2.34 -4.58 -2.02
C -0.94 -5.00 -1.97
C -2.80 -4.12 -0.74
N -3.38 -3.75 -4.33
C -4.58 -3.17 -5.02
C -2.13 -3.44 -4.96
H -4.51 -6.72 -5.11
H -2.95 -7.44 -5.63
H -3.25 -5.74 -5.94
H -1.90 -8.03 -3.41
H -3.61 -7.81 -2.79
H -2.31 -7.06 -1.97
H -0.36 -4.14 -1.56
H -0.86 -5.92 -1.34
H -0.58 -5.24 -2.98
H -2.58 -4.90 -0.02
H -2.42 -3.12 -0.42
H -3.90 -3.96 -0.82
H -4.49 -2.07 -4.96
H -4.50 -3.50 -6.06
H -5.45 -3.58 -4.60
H -1.63 -4.35 -5.33
H -1.44 -3.02 -4.26
H -2.37 -2.77 -5.78
C -3.01 -0.04 0.04
O -2.74 -0.19 -1.32
C -2.47 1.05 -1.99
C -2.63 0.86 -3.47
O -3.90 1.17 -4.00
C -5.05 0.66 -3.36
C -6.16 1.11 -4.20
O -6.37 0.14 -5.18
C -7.11 0.59 -6.33
H -4.01 0.44 0.18
H -2.29 0.64 0.54
H -2.96 -1.01 0.51
H -1.41 1.26 -1.79
H -3.07 1.86 -1.63
H -2.39 -0.23 -3.75
H -1.93 1.52 -4.01
H -5.18 1.15 -2.43
H -5.11 -0.43 -3.22
H -5.86 2.06 -4.58
H -7.10 1.21 -3.54
H -7.73 -0.22 -6.69
H -6.37 0.91 -7.04
H -7.78 1.40 -6.04
C -0.89 4.15 -1.78
O -1.99 3.96 -2.63
C -2.92 5.14 -2.67
C -3.93 4.97 -3.75
O -3.61 5.67 -4.96
C -3.01 4.76 -5.94
C -1.91 5.48 -6.67
O -0.80 5.62 -5.82
C -0.02 4.49 -5.75
H -1.21 3.92 -0.73
H -0.47 5.16 -1.82
H -0.13 3.46 -2.07
H -2.31 6.03 -2.86
H -3.38 5.11 -1.75
H -4.89 5.36 -3.42
H -4.01 3.89 -3.97
H -3.82 4.44 -6.58
H -2.71 3.88 -5.37
H -2.11 6.48 -7.00
H -1.62 4.96 -7.60
H 0.88 4.74 -5.19
H 0.26 4.18 -6.79
H -0.54 3.65 -5.28
C 3.58 5.69 -2.87
O 3.06 4.42 -3.32
C 4.01 3.80 -4.15
C 3.44 2.71 -5.04
O 2.81 1.68 -4.29
C 3.71 0.97 -3.54
C 3.16 -0.39 -3.18
O 3.11 -1.17 -4.35
C 2.60 -2.43 -4.08
H 3.80 6.32 -3.73
H 4.46 5.60 -2.18
H 2.79 6.13 -2.29
H 4.85 3.40 -3.51
H 4.53 4.49 -4.80
H 4.23 2.24 -5.62
H 2.69 3.16 -5.73
H 3.98 1.47 -2.57
H 4.66 0.83 -4.08
H 2.16 -0.22 -2.82
H 3.82 -0.82 -2.44
H 1.48 -2.38 -3.84
H 3.16 -2.96 -3.35
H 2.63 -2.95 -5.03
C 2.54 6.07 3.57
C 1.28 6.14 2.86
C 1.08 5.35 1.80
N 1.99 4.59 1.27
C 3.14 4.50 1.87
C 3.49 5.17 3.07
H 2.85 6.70 4.37
H 0.52 6.81 3.33
H 0.17 5.41 1.18
H 3.87 3.90 1.31
H 4.51 5.10 3.46
C 5.87 -2.73 -0.43
C 5.00 -3.41 -1.34
C 4.09 -4.32 -0.84
N 4.05 -4.63 0.41
C 4.92 -4.05 1.27
C 5.82 -3.11 0.90
H 6.50 -1.97 -0.84
H 5.05 -3.15 -2.38
H 3.35 -4.79 -1.46
H 4.91 -4.35 2.27
H 6.48 -2.66 1.60
C -1.13 2.52 2.49
C -0.38 2.73 3.58
C -1.06 2.93 4.77
N -2.36 2.90 4.87
C -3.00 2.64 3.76
C -2.49 2.44 2.53
H -0.63 2.28 1.51
H 0.69 2.65 3.46
H -0.61 3.07 5.79
H -4.10 2.50 3.91
H -3.06 2.18 1.64
C 0.40 -0.29 -0.48
C 1.09 -1.51 -0.30
C 2.41 -1.42 0.08
N 3.04 -0.26 0.24
C 2.41 0.90 0.03
C 1.04 0.93 -0.32
H -0.62 -0.30 -0.87
H 0.61 -2.45 -0.44
H 2.98 -2.30 0.23
H 2.94 1.84 0.14
H 0.68 1.92 -0.53
*
```

Calculated values
gap between HOMO and LUMO: 8.694 eV
lowest unoccupied orbital energy: 0.0191 hartree
SMILES string: CN(C)P(=O)(N(C)C)N(C)C.CN(C)P(=O)(N(C)C)N(C)C.CN(C)P(=O)(N(C)C)N(C)C.COCCOCCOC.COCCOCCOC.COCCOCCOC.c1ccncc1.c1ccncc1.c1ccncc1.c1ccncc1
highest occupied orbital energy: -8.18 eV